Record 1
The following is a DFT calculation (ωB97M-V/def2-TZVPD) of the molecule C5H14N2O in a non-equilibrium geometry.

Element x y z (Å)
C: -1.4171 -0.7697 -2.0211
N: -1.3964 -0.5244 -0.5767
C: -0.0774 -0.0915 -0.0613
C: -0.1522 0.8705 1.1481
C: 0.2102 2.2813 0.8782
O: 0.6034 2.9076 2.1094
C: 0.9041 -1.2991 0.4258
N: 1.2109 -1.9125 -0.8718
H: -0.5358 -0.2526 -2.5003
H: -2.3549 -0.4732 -2.4558
H: -1.1594 -1.8368 -2.1893
H: -1.6153 -1.3858 -0.0931
H: 0.5251 0.4126 -0.8542
H: 0.3674 0.4665 2.0509
H: -1.1457 0.7760 1.5712
H: 1.2141 2.3505 0.3973
H: -0.3759 2.9647 0.2446
H: 0.0151 3.3085 2.7519
H: 1.8071 -0.9600 0.8915
H: 0.2930 -1.8848 1.1255
H: 2.1995 -2.0464 -1.0695
H: 0.8803 -2.9016 -0.9011

* E_LUMO: 0.961 eV

Mulliken population analysis, charges in e, atoms 1 to 2: C -0.682; N -0.334

Record 2
The following is a DFT calculation (ωB97M-V/def2-TZVPD) of the ion C11H23N4O2 with charge +1 in a non-equilibrium geometry.

Element x y z (Å)
C: 1.0242 2.4300 1.4280
C: 0.7026 2.5389 2.9833
C: -0.2582 3.8434 3.1571
C: 0.0072 1.2844 3.6678
C: -0.0755 -0.0506 2.8512
N: 0.6384 -0.6271 1.7875
N: 0.1474 -1.8568 1.4607
O: 0.6630 -2.5640 0.4579
C: -0.2059 -2.5194 -0.7392
C: -0.9958 -1.1396 -0.9102
N: -1.4628 -0.8873 -2.3090
C: -0.3688 -0.2846 -3.1437
C: 0.1985 -1.4156 -4.1423
C: 1.8159 -1.2974 -4.0997
O: -0.2906 -1.2997 -5.4971
C: -0.9322 -2.2243 2.3359
N: -1.0518 -1.0894 3.1892
H: 1.9270 1.7273 1.3173
H: 0.1478 1.9578 0.8805
H: 1.3646 3.4301 0.9976
H: 1.6599 2.8002 3.5633
H: 0.3581 4.8036 3.0413
H: -0.9498 3.8262 2.2343
H: -0.8641 3.8254 4.1161
H: 0.5136 1.0700 4.6801
H: -1.0691 1.5942 3.9350
H: -1.0072 -3.3358 -0.6054
H: 0.4075 -2.7180 -1.6891
H: -0.3582 -0.2366 -0.6008
H: -1.9295 -1.1366 -0.2464
H: -2.2591 -0.2248 -2.3045
H: 0.5167 0.0986 -2.5392
H: -0.7618 0.5896 -3.7696
H: -0.0570 -2.4785 -3.7941
H: 2.1212 -0.2085 -4.3046
H: 2.1204 -1.6114 -3.0409
H: 2.2708 -1.9702 -4.8920
H: -0.4246 -0.3604 -5.7392
H: -1.5247 -3.1907 2.3448
H: -1.7582 -1.0923 3.9384

* E_LUMO: -4.015 eV
* net charge: +1

Mulliken population analysis, charges in e, atoms 1 to 2: C -1.252; C 0.450

Record 3
The following is a DFT calculation (ωB97M-V/def2-TZVPD) of a structure of composition C8H12InO6 in a non-equilibrium geometry.

Element x y z (Å)
In: -3.2676 1.2677 4.7935
C: 2.6137 7.0563 0.4576
C: 2.6676 5.5642 0.0206
C: 3.6958 4.5939 0.5699
O: 2.9198 3.5365 1.0496
C: 1.6224 3.8291 1.0567
O: 0.6811 3.0942 1.4412
O: 1.4950 5.0798 0.5421
H: 2.5192 7.0158 1.5428
H: 1.7528 7.6126 0.0869
H: 3.4971 7.6727 0.2911
H: 2.5202 5.4891 -1.0568
H: 4.2888 4.9968 1.3910
H: 4.3854 4.3921 -0.2497
C: -3.1139 -6.9703 -0.9383
C: -2.0637 -5.8722 -0.7527
C: -2.0179 -4.9095 -1.9002
O: -2.0732 -3.6951 -1.1591
C: -2.2841 -3.8625 0.1289
O: -2.4048 -2.9357 1.0051
O: -2.3832 -5.1205 0.3684
H: -3.2678 -7.6454 -0.0965
H: -2.6332 -7.5489 -1.7272
H: -4.0835 -6.5436 -1.1950
H: -1.0805 -6.3311 -0.6487
H: -2.8930 -4.9288 -2.5497
H: -1.0927 -4.8372 -2.4718

* E_LUMO: -16.952 eV
* net charge: +3

Mulliken population analysis, charges in e, atoms 1 to 2: In 1.000; C -1.173

Record 4
The following is a DFT calculation (ωB97M-V/def2-TZVPD) of a structure of composition AlH8IN2O2P3Si in a non-equilibrium geometry.

Element x y z (Å)
N: 2.1039 2.1543 -0.0309
P: 2.4736 0.7148 -0.4463
Si: 0.4260 -0.0230 0.4865
P: -1.4239 1.3270 -0.1391
N: -2.8730 0.5964 0.5054
O: -1.4587 0.8687 -1.6953
P: 0.6851 -2.4117 -0.0255
O: 1.2553 -3.3502 1.0807
I: 1.9304 -2.8498 -1.8965
H: 2.6135 2.6383 0.7101
H: 3.5389 -0.0279 0.1041
H: 2.3820 0.4393 -1.8195
H: 0.5337 0.0187 1.9633
H: -3.0594 -0.3205 0.0907
H: -2.7472 0.4379 1.5094
H: -2.0066 1.3881 -2.2957
H: 1.2500 -3.1639 2.0382
Al: -5.6238 1.5638 -0.1395

* E_LUMO: -13.347 eV
* net charge: +3

Mulliken population analysis, charges in e, atoms 1 to 2: N -0.449; P 0.170

Which value of E_LUMO does entry 4 give?
-13.347 eV

Please write out number 2 again, unchanged.
The following is a DFT calculation (ωB97M-V/def2-TZVPD) of the ion C11H23N4O2 with charge +1 in a non-equilibrium geometry.

Element x y z (Å)
C: 1.0242 2.4300 1.4280
C: 0.7026 2.5389 2.9833
C: -0.2582 3.8434 3.1571
C: 0.0072 1.2844 3.6678
C: -0.0755 -0.0506 2.8512
N: 0.6384 -0.6271 1.7875
N: 0.1474 -1.8568 1.4607
O: 0.6630 -2.5640 0.4579
C: -0.2059 -2.5194 -0.7392
C: -0.9958 -1.1396 -0.9102
N: -1.4628 -0.8873 -2.3090
C: -0.3688 -0.2846 -3.1437
C: 0.1985 -1.4156 -4.1423
C: 1.8159 -1.2974 -4.0997
O: -0.2906 -1.2997 -5.4971
C: -0.9322 -2.2243 2.3359
N: -1.0518 -1.0894 3.1892
H: 1.9270 1.7273 1.3173
H: 0.1478 1.9578 0.8805
H: 1.3646 3.4301 0.9976
H: 1.6599 2.8002 3.5633
H: 0.3581 4.8036 3.0413
H: -0.9498 3.8262 2.2343
H: -0.8641 3.8254 4.1161
H: 0.5136 1.0700 4.6801
H: -1.0691 1.5942 3.9350
H: -1.0072 -3.3358 -0.6054
H: 0.4075 -2.7180 -1.6891
H: -0.3582 -0.2366 -0.6008
H: -1.9295 -1.1366 -0.2464
H: -2.2591 -0.2248 -2.3045
H: 0.5167 0.0986 -2.5392
H: -0.7618 0.5896 -3.7696
H: -0.0570 -2.4785 -3.7941
H: 2.1212 -0.2085 -4.3046
H: 2.1204 -1.6114 -3.0409
H: 2.2708 -1.9702 -4.8920
H: -0.4246 -0.3604 -5.7392
H: -1.5247 -3.1907 2.3448
H: -1.7582 -1.0923 3.9384

* E_LUMO: -4.015 eV
* net charge: +1

Mulliken population analysis, charges in e, atoms 1 to 2: C -1.252; C 0.450

What is the formula in the first record?
C5H14N2O

What is the E_LUMO in the second record?
-4.015 eV